Entry 1:
Here is a structure of composition C43H62BN5O5PPtS in a non-equilibrium geometry from the Open Molecules 2025 dataset. Energies are from ωB97M-V with the def2-TZVPD basis set.

Properties
2S+1	3
orbital gap (alpha / beta)	0.246 / 0.245	Ha
net charge	-1
highest occupied orbital energy (alpha / beta)	-4.443 / -4.419	eV
LUMO (alpha / beta)	2.24 / 2.24	eV
DFT total energy	-3209.53979	a.u.
relative energy (zero: lowest compared OMol25 entry of this formula, charge and spin)	19.7	kcal/mol

Positions of all 119 atoms, in Å:
Pt (0.444, -1.661, -0.336)
B (2.774, -1.320, 2.598)
N (3.303, -1.414, 1.127)
C (4.611, -1.434, 0.819)
C (4.751, -1.268, -0.547)
C (3.439, -1.163, -1.013)
N (2.577, -1.234, 0.000)
N (1.296, -1.832, 2.777)
C (0.802, -2.189, 3.975)
C (-0.553, -2.423, 3.854)
C (-0.819, -2.176, 2.507)
N (0.294, -1.817, 1.870)
H (3.490, -2.017, 3.291)
H (2.827, -0.148, 2.969)
H (5.350, -1.554, 1.600)
H (5.665, -1.257, -1.124)
H (3.075, -1.050, -2.026)
H (1.460, -2.254, 4.832)
H (-1.242, -2.745, 4.623)
H (-1.740, -2.277, 1.946)
C (-0.771, -3.539, -3.419)
C (-0.506, -2.079, -3.807)
C (0.794, -1.523, -3.249)
C (-1.704, -1.206, -3.480)
C (-2.326, -0.583, -4.558)
C (-3.547, 0.066, -4.441)
C (-4.168, 0.015, -3.204)
C (-3.576, -0.556, -2.075)
C (-4.472, -0.521, -0.833)
C (-4.160, -1.486, 0.314)
C (-4.580, 0.928, -0.340)
C (-2.253, -1.099, -2.153)
O (-1.653, -1.560, -1.057)
H (0.092, -4.175, -3.651)
H (-1.638, -3.912, -3.972)
H (-0.989, -3.628, -2.360)
H (-0.397, -2.066, -4.892)
H (0.615, -1.278, -2.188)
H (1.076, -0.573, -3.710)
H (1.618, -2.234, -3.293)
H (-1.852, -0.661, -5.533)
H (-4.023, 0.538, -5.293)
H (-5.168, 0.432, -3.096)
H (-5.463, -0.796, -1.201)
H (-3.174, -1.300, 0.732)
H (-4.168, -2.525, -0.028)
H (-4.918, -1.373, 1.099)
H (-3.584, 1.356, -0.238)
H (-5.092, 0.995, 0.631)
H (-5.128, 1.543, -1.061)
O (0.380, 0.716, 0.157)
P (0.346, 2.026, 0.908)
C (-0.391, 1.975, 2.567)
C (-0.169, 3.238, 3.439)
C (-1.208, 3.358, 4.574)
C (-1.738, 1.993, 4.997)
C (-2.534, 1.368, 3.845)
C (-1.894, 1.655, 2.466)
C (-0.656, 3.142, -0.103)
C (-0.139, 3.216, -1.552)
C (-1.298, 3.644, -2.477)
C (-2.275, 4.607, -1.771)
C (-1.544, 5.448, -0.725)
C (-0.993, 4.558, 0.412)
C (2.066, 2.549, 1.129)
C (2.911, 2.189, -0.117)
C (4.322, 2.743, 0.061)
C (4.311, 4.288, 0.042)
C (2.957, 4.857, 0.502)
C (2.349, 4.003, 1.617)
H (0.124, 1.122, 3.027)
H (-0.226, 4.141, 2.832)
H (0.837, 3.207, 3.864)
H (-2.055, 3.967, 4.233)
H (-0.766, 3.889, 5.420)
H (-2.366, 2.084, 5.887)
H (-0.900, 1.340, 5.266)
H (-3.554, 1.764, 3.851)
H (-2.619, 0.296, 4.000)
H (-2.392, 2.526, 2.027)
H (-2.050, 0.820, 1.783)
H (-1.573, 2.545, -0.148)
H (0.255, 2.251, -1.868)
H (0.678, 3.942, -1.605)
H (-1.837, 2.753, -2.811)
H (-0.888, 4.123, -3.370)
H (-3.070, 4.036, -1.278)
H (-2.766, 5.250, -2.503)
H (-2.208, 6.207, -0.309)
H (-0.721, 5.986, -1.210)
H (-1.735, 4.491, 1.212)
H (-0.106, 5.032, 0.839)
H (2.373, 1.843, 1.908)
H (2.473, 2.609, -1.030)
H (2.919, 1.109, -0.242)
H (4.982, 2.358, -0.718)
H (4.719, 2.376, 1.014)
H (4.532, 4.650, -0.966)
H (5.103, 4.672, 0.691)
H (2.258, 4.896, -0.341)
H (3.082, 5.885, 0.846)
H (1.456, 4.485, 2.002)
H (3.054, 3.967, 2.454)
O (2.615, -4.029, -2.152)
C (1.776, -4.559, -1.436)
N (0.896, -3.834, -0.671)
S (-0.215, -4.535, 0.288)
O (0.401, -5.135, 1.469)
O (-0.650, -5.873, -0.693)
C (0.427, -6.648, -1.056)
C (0.289, -8.027, -1.074)
C (1.368, -8.816, -1.443)
C (2.587, -8.234, -1.788)
C (2.707, -6.854, -1.775)
C (1.633, -6.052, -1.414)
H (-0.664, -8.457, -0.791)
H (1.259, -9.894, -1.450)
H (3.431, -8.853, -2.064)
H (3.630, -6.362, -2.057)


Entry 2:
Here is a structure of composition C43H62BrFN4NaO2PSSi from the Open Molecules 2025 dataset. Energies are from ωB97M-V with the def2-TZVPD basis set.

Properties
orbital gap (alpha / beta)	0.154 / 0.145	Ha
net charge	-2
highest occupied orbital energy (alpha / beta)	-0.562 / -0.314	eV
LUMO (alpha / beta)	3.64 / 3.64	eV
DFT total energy	-5910.55878	a.u.
relative energy (zero: lowest compared OMol25 entry of this formula, charge and spin)	0.0	kcal/mol

Positions of all 117 atoms, in Å:
Na (-2.127, -0.209, 0.147)
C (-3.439, 3.498, 2.628)
C (-2.914, 2.194, 2.089)
N (-2.773, 1.958, 0.784)
N (-2.828, 3.075, -0.039)
C (-3.446, 3.038, -1.223)
N (-2.989, 3.988, -2.112)
S (-4.659, 1.945, -1.610)
C (-2.580, 1.135, 2.979)
C (-2.713, 1.249, 4.393)
C (-2.310, 0.224, 5.205)
C (-1.779, -0.950, 4.637)
C (-1.704, -1.008, 3.253)
N (-2.070, -0.027, 2.434)
H (-3.872, 4.088, 1.822)
H (-2.663, 4.099, 3.115)
H (-4.224, 3.322, 3.367)
H (-2.135, 3.799, 0.105)
H (-1.971, 3.987, -2.155)
H (-3.373, 3.824, -3.031)
H (-3.126, 2.152, 4.824)
H (-2.414, 0.315, 6.281)
H (-1.454, -1.785, 5.244)
H (-1.333, -1.902, 2.758)
C (0.326, -3.129, -1.919)
Si (-1.321, -2.608, -2.612)
C (-1.129, -1.263, -3.869)
C (-2.151, -4.108, -3.344)
H (1.060, -3.280, -2.718)
H (0.228, -4.052, -1.343)
H (0.699, -2.358, -1.241)
H (-0.451, -1.578, -4.670)
H (-0.719, -0.354, -3.414)
H (-2.092, -1.008, -4.320)
H (-1.499, -4.588, -4.080)
H (-3.090, -3.844, -3.834)
H (-2.381, -4.835, -2.560)
Br (-7.962, -5.694, -0.123)
C (-6.302, -4.745, -0.155)
C (-6.036, -3.849, -1.197)
C (-4.829, -3.194, -1.246)
C (-3.826, -3.414, -0.249)
C (-4.145, -4.327, 0.807)
C (-5.353, -4.981, 0.844)
C (-2.558, -2.800, -0.262)
O (-1.654, -2.878, 0.593)
O (-2.286, -1.981, -1.401)
H (-6.786, -3.666, -1.956)
H (-4.636, -2.482, -2.038)
H (-3.406, -4.492, 1.581)
H (-5.575, -5.677, 1.643)
F (1.324, 4.192, -6.878)
C (0.907, 3.652, -5.674)
C (-0.302, 2.986, -5.602)
C (-0.729, 2.448, -4.400)
C (0.045, 2.537, -3.189)
C (-0.391, 1.984, -1.986)
C (1.280, 3.257, -3.340)
C (1.694, 3.793, -4.549)
H (-0.907, 2.889, -6.497)
H (-1.676, 1.918, -4.362)
H (0.197, 2.059, -1.078)
H (-1.365, 1.504, -1.925)
H (1.907, 3.396, -2.465)
H (2.635, 4.329, -4.623)
C (1.578, -3.443, 2.994)
C (1.526, -3.163, 1.482)
C (2.799, -2.431, 1.054)
C (2.804, -0.991, 1.625)
C (2.170, -0.989, 3.039)
C (2.344, -2.336, 3.740)
P (1.793, 0.119, 0.536)
C (1.830, 1.783, 1.397)
C (3.101, 2.183, 2.191)
C (2.771, 2.874, 3.518)
C (1.743, 3.986, 3.323)
C (0.439, 3.454, 2.678)
C (0.561, 1.996, 2.232)
C (2.893, 0.532, -0.913)
C (2.658, -0.409, -2.106)
C (3.669, -0.115, -3.212)
C (5.102, -0.452, -2.749)
C (5.235, -0.399, -1.220)
C (4.403, 0.745, -0.644)
H (2.062, -4.406, 3.179)
H (0.559, -3.517, 3.383)
H (0.658, -2.545, 1.243)
H (1.394, -4.090, 0.923)
H (2.898, -2.424, -0.032)
H (3.670, -2.972, 1.443)
H (3.838, -0.640, 1.681)
H (1.096, -0.790, 2.964)
H (2.599, -0.188, 3.643)
H (1.991, -2.262, 4.772)
H (3.410, -2.581, 3.791)
H (1.729, 2.466, 0.546)
H (3.704, 2.867, 1.587)
H (3.735, 1.318, 2.394)
H (3.689, 3.284, 3.950)
H (2.386, 2.142, 4.235)
H (2.189, 4.758, 2.688)
H (1.526, 4.460, 4.283)
H (0.186, 4.063, 1.804)
H (-0.398, 3.539, 3.374)
H (-0.314, 1.723, 1.645)
H (0.554, 1.342, 3.108)
H (2.465, 1.485, -1.232)
H (1.637, -0.260, -2.465)
H (2.747, -1.460, -1.818)
H (3.588, 0.942, -3.481)
H (3.420, -0.680, -4.112)
H (5.809, 0.254, -3.195)
H (5.388, -1.447, -3.103)
H (6.286, -0.285, -0.939)
H (4.894, -1.341, -0.780)
H (4.728, 1.682, -1.114)
H (4.606, 0.854, 0.420)


Entry 3:
Here is a cluster of 12 separate species, C43H62O36 in total in a non-equilibrium geometry from the Open Molecules 2025 dataset. Energies are from ωB97M-V with the def2-TZVPD basis set.

Properties
orbital gap	0.363	Ha
highest occupied orbital energy	-10.413	eV
structure (SMILES)	C[C@H]1COC(=O)O1.C[C@H]1COC(=O)O1.C[C@H]1COC(=O)O1.C[C@H]1COC(=O)O1.C[C@H]1COC(=O)O1.C[C@H]1COC(=O)O1.C[C@H]1COC(=O)O1.O=C1OCCO1.O=C1OCCO1.O=C1OCCO1.O=C1OCCO1.O=C1OCCO1
LUMO	-0.55	eV
DFT total energy	-4384.37217	a.u.
relative energy (zero: lowest compared OMol25 entry of this formula, charge and spin)	103.0	kcal/mol

Positions of all 141 atoms, in Å:
C (3.481, 1.790, 2.923)
C (4.749, 2.618, 2.941)
C (4.936, 3.676, 4.016)
O (6.291, 3.556, 4.385)
C (6.743, 2.315, 4.044)
O (7.825, 1.842, 4.209)
O (5.833, 1.734, 3.268)
H (2.738, 2.166, 2.215)
H (2.858, 1.861, 3.820)
H (3.696, 0.754, 2.667)
H (4.750, 3.065, 1.944)
H (4.192, 3.366, 4.760)
H (4.576, 4.640, 3.664)
C (1.476, 0.933, -0.192)
C (0.658, 0.354, 0.947)
C (-0.854, 0.383, 0.811)
O (-1.173, -0.956, 1.133)
C (-0.137, -1.730, 1.392)
O (-0.368, -2.868, 1.736)
O (1.008, -1.038, 1.139)
H (1.483, 2.017, -0.047)
H (1.185, 0.797, -1.229)
H (2.507, 0.626, -0.012)
H (0.818, 0.814, 1.925)
H (-1.159, 0.687, -0.189)
H (-1.254, 1.125, 1.501)
C (0.902, -1.585, -2.673)
C (0.950, -2.424, -3.922)
C (0.015, -1.926, -5.005)
O (0.791, -1.810, -6.188)
C (2.067, -1.877, -5.840)
O (2.951, -1.861, -6.644)
O (2.263, -2.114, -4.483)
H (0.795, -0.523, -2.871)
H (1.646, -1.906, -1.947)
H (-0.041, -1.874, -2.182)
H (0.856, -3.497, -3.753)
H (-0.415, -0.947, -4.791)
H (-0.756, -2.692, -5.099)
C (1.921, 5.351, 0.858)
C (3.011, 6.328, 0.382)
C (3.522, 7.400, 1.292)
O (4.836, 6.925, 1.622)
C (5.161, 5.854, 0.912)
O (6.111, 5.147, 1.130)
O (4.131, 5.431, 0.173)
H (1.411, 4.910, 0.006)
H (1.294, 5.959, 1.517)
H (2.282, 4.568, 1.524)
H (2.744, 6.862, -0.533)
H (2.877, 7.511, 2.164)
H (3.515, 8.332, 0.729)
C (-3.060, -4.263, -0.243)
C (-4.213, -5.085, 0.330)
C (-4.355, -6.559, -0.136)
O (-4.437, -7.307, 1.041)
C (-3.975, -6.643, 2.102)
O (-4.042, -7.067, 3.211)
O (-3.757, -5.351, 1.696)
H (-3.294, -4.212, -1.312)
H (-2.011, -4.362, 0.010)
H (-3.387, -3.277, 0.099)
H (-5.082, -4.477, 0.575)
H (-3.425, -6.776, -0.661)
H (-5.273, -6.586, -0.720)
C (-4.377, -0.081, 1.169)
C (-5.660, -0.527, 0.485)
C (-5.887, 0.155, -0.867)
O (-6.179, -0.888, -1.768)
C (-5.675, -2.033, -1.289)
O (-5.623, -3.047, -1.915)
O (-5.428, -1.866, 0.036)
H (-4.514, 0.627, 1.985)
H (-3.808, 0.410, 0.377)
H (-3.759, -0.925, 1.468)
H (-6.602, -0.477, 1.032)
H (-5.118, 0.846, -1.215)
H (-6.823, 0.718, -0.804)
C (4.666, -1.970, 1.573)
C (4.215, -2.608, 2.866)
C (3.005, -3.515, 2.859)
O (3.386, -4.758, 3.469)
C (4.729, -4.713, 3.754)
O (5.432, -5.575, 4.130)
O (5.211, -3.458, 3.406)
H (5.586, -1.389, 1.592)
H (3.882, -1.437, 1.036)
H (4.918, -2.821, 0.927)
H (4.053, -1.745, 3.521)
H (2.621, -3.931, 1.924)
H (2.163, -3.038, 3.358)
O (-1.184, -9.127, 1.245)
C (-0.817, -8.098, 1.726)
O (-0.446, -7.009, 1.042)
C (0.126, -6.048, 1.870)
C (0.294, -6.752, 3.234)
O (-0.390, -8.014, 3.017)
H (1.085, -5.806, 1.409)
H (-0.483, -5.150, 1.968)
H (-0.213, -6.258, 4.057)
H (1.373, -6.796, 3.367)
O (0.718, 3.390, 3.350)
C (-0.459, 3.567, 3.458)
O (-1.319, 2.540, 3.656)
C (-2.614, 3.086, 3.954)
C (-2.398, 4.557, 4.093)
O (-1.089, 4.750, 3.578)
H (-3.272, 2.748, 3.153)
H (-2.947, 2.659, 4.900)
H (-2.457, 4.804, 5.152)
H (-3.138, 5.073, 3.483)
O (2.649, 1.906, -3.186)
C (1.964, 2.088, -4.151)
O (2.324, 2.623, -5.306)
C (1.124, 2.935, -6.014)
C (0.136, 1.933, -5.520)
O (0.689, 1.633, -4.223)
H (0.684, 3.906, -5.760)
H (1.405, 3.010, -7.062)
H (-0.013, 1.071, -6.171)
H (-0.776, 2.464, -5.246)
O (-2.583, 4.340, 0.524)
C (-1.796, 4.219, -0.374)
O (-0.890, 3.267, -0.472)
C (-0.397, 3.227, -1.759)
C (-0.663, 4.624, -2.346)
O (-1.713, 5.036, -1.462)
H (0.678, 3.029, -1.823)
H (-0.703, 2.321, -2.285)
H (-0.962, 4.551, -3.387)
H (0.212, 5.229, -2.109)
O (-2.455, 0.701, -2.116)
C (-2.880, 0.301, -3.151)
O (-3.612, 1.148, -3.956)
C (-4.174, 0.376, -5.031)
C (-4.055, -1.048, -4.468)
O (-2.927, -0.958, -3.641)
H (-5.145, 0.598, -5.463)
H (-3.471, 0.439, -5.867)
H (-3.878, -1.797, -5.237)
H (-4.940, -1.347, -3.901)


Entry 4:
Here is a structure of composition C43H64BiFN2P2Si2 from the Open Molecules 2025 dataset. Energies are from ωB97M-V with the def2-TZVPD basis set.

Properties
orbital gap	0.282	Ha
highest occupied orbital energy	-7.272	eV
LUMO	0.41	eV
DFT total energy	-3362.62510	a.u.
relative energy (zero: lowest compared OMol25 entry of this formula, charge and spin)	5.3	kcal/mol

Positions of all 115 atoms, in Å:
Bi (-0.310, 0.345, 0.925)
C (1.913, -2.609, 2.352)
C (1.036, -3.655, 1.667)
C (1.825, -4.955, 1.530)
P (0.254, -2.926, 0.130)
C (-0.207, -4.470, -0.835)
C (-1.244, -5.360, -0.148)
C (-0.687, -4.131, -2.246)
C (1.626, -2.325, -0.926)
C (2.525, -3.277, -1.429)
C (3.389, -3.044, -2.478)
C (3.323, -1.801, -3.091)
C (2.502, -0.818, -2.589)
C (1.670, -1.004, -1.450)
N (0.970, 0.089, -0.944)
C (1.408, 1.336, -1.495)
C (0.780, 1.832, -2.637)
C (1.249, 2.959, -3.286)
C (2.358, 3.626, -2.787)
C (2.965, 3.163, -1.631)
C (2.513, 2.022, -0.963)
P (3.247, 1.483, 0.642)
C (3.831, 3.088, 1.408)
C (2.755, 4.159, 1.554)
C (4.380, 2.759, 2.802)
C (4.921, 0.797, 0.165)
C (5.596, 1.430, -1.047)
C (4.893, -0.721, 0.009)
H (2.176, -2.937, 3.360)
H (1.437, -1.631, 2.431)
H (2.836, -2.474, 1.789)
H (0.173, -3.850, 2.315)
H (2.728, -4.809, 0.936)
H (1.247, -5.765, 1.087)
H (2.148, -5.287, 2.521)
H (0.706, -5.061, -0.922)
H (-2.239, -4.918, -0.190)
H (-1.013, -5.566, 0.898)
H (-1.296, -6.317, -0.673)
H (-1.668, -3.654, -2.214)
H (-0.784, -5.049, -2.829)
H (-0.001, -3.468, -2.774)
H (2.523, -4.266, -0.997)
H (4.058, -3.817, -2.829)
H (3.929, -1.581, -3.962)
H (2.513, 0.137, -3.087)
H (-0.064, 1.285, -3.035)
H (0.749, 3.316, -4.178)
H (2.741, 4.507, -3.286)
H (3.815, 3.705, -1.236)
H (4.650, 3.493, 0.804)
H (1.945, 3.814, 2.201)
H (2.324, 4.455, 0.599)
H (3.186, 5.050, 2.017)
H (3.576, 2.401, 3.448)
H (4.810, 3.652, 3.259)
H (5.155, 1.993, 2.786)
H (5.518, 1.022, 1.054)
H (5.061, 1.168, -1.962)
H (6.617, 1.051, -1.137)
H (5.656, 2.517, -0.991)
H (4.357, -1.011, -0.895)
H (4.405, -1.206, 0.852)
H (5.911, -1.110, -0.069)
C (-1.830, -0.922, -2.214)
Si (-3.242, -0.742, -1.001)
C (-4.343, 0.466, -1.966)
C (-4.194, -2.362, -0.956)
C (-2.654, -0.207, 0.735)
C (-3.284, 1.009, 1.357)
C (-4.611, 1.412, 1.148)
C (-5.110, 2.510, 1.817)
C (-4.295, 3.192, 2.713)
C (-3.016, 2.709, 2.903)
N (-2.525, 1.653, 2.255)
Si (-2.946, -1.424, 2.224)
C (-2.975, -3.271, 1.932)
C (-4.621, -1.070, 3.006)
C (-1.670, -1.191, 3.592)
H (-2.233, -1.307, -3.156)
H (-1.022, -1.575, -1.897)
H (-1.401, 0.061, -2.412)
H (-4.835, -0.139, -2.733)
H (-3.718, 1.187, -2.495)
H (-5.118, 1.019, -1.446)
H (-4.578, -2.573, -1.957)
H (-5.047, -2.324, -0.273)
H (-3.564, -3.199, -0.660)
H (-5.251, 0.839, 0.499)
H (-6.133, 2.825, 1.655)
H (-4.644, 4.058, 3.257)
H (-2.344, 3.186, 3.609)
H (-3.914, -3.619, 1.503)
H (-2.862, -3.742, 2.913)
H (-2.157, -3.605, 1.306)
H (-5.436, -1.114, 2.280)
H (-4.671, -0.106, 3.513)
H (-4.801, -1.853, 3.749)
H (-0.726, -1.692, 3.369)
H (-2.080, -1.662, 4.491)
H (-1.464, -0.147, 3.828)
F (-2.870, 5.703, -3.342)
C (-2.276, 4.950, -2.389)
C (-2.859, 3.757, -2.017)
C (-2.235, 2.991, -1.042)
C (-1.050, 3.396, -0.443)
C (-0.367, 2.609, 0.633)
C (-0.502, 4.614, -0.845)
C (-1.102, 5.398, -1.817)
H (-3.781, 3.439, -2.485)
H (-2.682, 2.051, -0.751)
H (-0.770, 2.882, 1.609)
H (0.688, 2.866, 0.646)
H (0.426, 4.949, -0.400)
H (-0.672, 6.337, -2.136)


Question: Which formula does entry 1 have?
Answer: C43H62BN5O5PPtS